Entry 1:
12
Properties=species:S:1:pos:R:3:forces:R:3 method="wB97M-V/def2-TZVPD" relative_energy_kj_mol=276.0 e_homo_ev=-8.9 fmax_ha_per_bohr=0.022
C 0.388294 -0.227961 1.373644 0.063 0.015 0.035
C -0.342356 -0.013906 0.047871 -0.122 0.118 -0.005
N 0.563913 0.509078 -0.994904 0.131 0.136 -0.328
C 0.386638 1.499475 -1.838555 -0.172 -0.313 0.531
C -0.956709 -1.273230 -0.417685 -0.396 -0.880 -0.278
N -1.420043 -2.272054 -0.770169 0.444 0.954 0.340
H 1.220423 -0.928162 1.245563 -0.137 0.082 0.019
H 0.782896 0.725838 1.733835 -0.067 -0.126 -0.065
H -0.293426 -0.640233 2.122455 0.107 0.060 -0.125
H -1.140741 0.727099 0.166541 0.126 -0.124 -0.047
H 1.428081 -0.025184 -1.072117 -0.137 0.108 0.006
H -0.616969 1.919240 -1.596480 0.161 -0.030 -0.083

Entry 2:
96
Properties=species:S:1:pos:R:3:forces:R:3 method="wB97M-V/def2-TZVPD" e_homo_ev="-11.2 / -11.6" multiplicity=5 total_charge=+1 fmax_ha_per_bohr=0.039
Pd -0.040405 0.916268 -0.272449 -0.230 1.101 0.778
O -0.459460 4.012630 2.639283 -0.227 -0.078 -0.377
C -0.073883 3.172140 1.858266 1.096 0.138 0.716
O -0.726985 2.707101 0.842190 -0.252 -0.538 -0.773
C 1.328184 2.534673 2.043494 -0.643 0.069 -0.340
P 0.998995 0.739092 1.912299 0.230 0.579 0.507
C 2.607996 0.041386 2.382961 -0.270 -0.390 -0.350
C 2.832031 -0.722783 3.523070 -0.112 -0.034 0.007
C 4.107878 -1.190279 3.800058 0.039 0.024 0.024
C 5.155633 -0.916405 2.934049 -0.013 -0.052 0.029
C 4.928236 -0.186133 1.775663 0.036 0.056 -0.034
C 3.657976 0.287390 1.497551 -0.042 0.012 0.008
C -0.188235 0.675700 3.291085 -0.024 -0.351 -0.224
C 0.214741 0.960643 4.595097 0.067 -0.031 -0.025
C -0.733440 1.168503 5.581848 0.075 0.020 0.000
C -2.084532 1.108036 5.271444 -0.039 0.019 -0.025
C -2.488578 0.827911 3.975733 -0.068 0.004 0.014
C -1.544435 0.614110 2.985752 0.117 -0.241 -0.011
H 1.746901 2.799933 3.012000 0.029 -0.025 -0.007
H 1.979404 2.874308 1.239855 0.086 -0.093 0.098
H 2.020469 -0.951108 4.200597 -0.012 -0.036 -0.029
H 4.279817 -1.766028 4.699520 0.013 -0.019 -0.014
H 6.148901 -1.283156 3.154348 0.008 0.001 0.004
H 5.745188 0.012215 1.094633 -0.013 0.010 -0.021
H 3.466441 0.847861 0.587501 0.080 0.011 0.002
H 1.267512 1.040926 4.832264 -0.014 0.071 0.065
H -0.412467 1.407454 6.586587 -0.020 -0.023 0.016
H -2.824801 1.299870 6.036239 0.005 -0.025 0.022
H -3.543269 0.795532 3.734357 0.003 -0.014 -0.003
H -1.848291 0.411709 1.966347 -0.098 0.033 0.003
C 3.961262 3.558584 -0.561298 -0.376 -0.186 -0.061
Si 2.222389 3.637448 -1.304343 1.038 1.701 -0.101
C 1.136032 4.879607 -0.393438 0.073 -0.510 -0.034
C 2.341883 4.292252 -3.073318 -0.064 -0.444 0.178
N 1.582563 1.959633 -1.360296 -1.180 -0.675 0.198
C 1.518758 1.474929 -2.662031 0.241 -0.144 -0.757
C 2.650104 1.056469 -3.380829 0.001 0.179 0.139
C 2.575652 0.825823 -4.739787 0.088 -0.080 -0.010
C 1.383963 1.018719 -5.428257 -0.040 0.020 0.073
C 0.235067 1.379078 -4.738328 0.018 -0.056 -0.196
C 0.318756 1.569822 -3.383229 0.102 -0.252 0.568
F -0.784807 1.898136 -2.668371 -0.120 0.108 -0.145
H 4.453949 4.509127 -0.772050 -0.025 0.044 -0.023
H 4.569042 2.766874 -1.002045 0.013 -0.002 -0.041
H 3.958998 3.421316 0.520382 0.009 -0.009 0.010
H 1.419262 5.013434 0.649690 -0.033 -0.005 0.017
H 0.083174 4.605652 -0.423585 -0.041 0.049 -0.007
H 1.251365 5.841679 -0.894401 0.092 -0.035 -0.094
H 2.713381 5.317621 -3.060084 -0.011 0.027 0.148
H 1.359247 4.305335 -3.550509 -0.021 0.047 0.003
H 3.006081 3.709469 -3.710815 0.029 0.000 0.002
H 3.585668 0.940467 -2.848981 0.034 0.049 -0.023
H 3.468992 0.530042 -5.272654 -0.026 -0.055 -0.007
H 1.348237 0.889826 -6.500564 -0.025 -0.049 -0.001
H -0.711719 1.503229 -5.245986 -0.029 0.035 0.063
C -3.211848 1.782279 -0.416474 -0.168 0.199 -0.057
O -2.389924 0.608740 -0.427122 0.663 -0.272 0.043
Si -3.103710 -0.914772 -0.654737 -0.217 -0.013 -0.024
C -4.473038 -1.063218 0.641594 0.279 -0.028 -0.239
C -3.948956 -0.845712 -2.343348 0.252 -0.103 0.210
C -1.678329 -2.130750 -0.489644 -0.758 -0.162 0.011
Si -1.115304 -2.971614 -2.086499 0.227 -0.314 -0.363
C -2.576345 -4.034921 -2.684588 0.143 0.205 0.115
C 0.389282 -4.104368 -1.929856 -0.207 0.158 0.202
C -0.620817 -1.763273 -3.446273 -0.145 0.056 0.245
Si -1.470637 -3.282324 1.001014 0.378 -0.616 0.141
C -2.178178 -4.979439 0.520258 0.023 0.363 -0.131
C -2.265686 -2.905766 2.675534 -0.053 0.325 -0.348
C 0.397124 -3.496717 1.267224 -0.215 0.110 0.002
H -3.890020 1.762123 0.438792 -0.003 -0.024 -0.020
H -3.788900 1.840931 -1.341753 -0.005 -0.022 0.022
H -2.572884 2.654749 -0.322061 -0.041 -0.060 -0.012
H -5.418529 -0.721660 0.218243 0.000 0.044 -0.025
H -4.255174 -0.437656 1.509546 0.032 -0.057 0.069
H -4.627827 -2.083522 0.992684 0.013 -0.024 -0.036
H -4.869051 -0.263606 -2.268289 0.000 0.025 0.051
H -4.228115 -1.836329 -2.704606 -0.008 -0.002 0.023
H -3.324015 -0.378830 -3.106392 0.014 -0.014 0.020
H -3.447720 -3.960761 -2.034073 -0.020 -0.048 -0.011
H -2.277435 -5.083033 -2.719023 0.006 -0.021 0.006
H -2.877633 -3.741181 -3.690908 -0.013 0.033 -0.016
H 0.242830 -4.908104 -1.209718 0.046 -0.020 -0.028
H 1.292123 -3.560812 -1.645727 -0.003 0.013 -0.002
H 0.574468 -4.566059 -2.902131 -0.047 0.038 -0.063
H -1.237456 -0.866061 -3.452800 0.007 0.081 -0.052
H -0.718447 -2.238785 -4.423861 -0.018 -0.062 0.001
H 0.424933 -1.473486 -3.334939 0.075 0.103 0.032
H -3.258946 -4.937813 0.372832 -0.033 -0.021 0.016
H -1.978386 -5.683550 1.329780 0.025 0.033 0.064
H -1.733284 -5.380609 -0.389585 -0.037 -0.032 0.020
H -3.143173 -2.265559 2.606529 -0.019 0.014 0.067
H -1.567942 -2.432635 3.361698 0.107 0.124 0.047
H -2.587342 -3.844044 3.131132 0.051 -0.057 -0.074
H 0.723881 -4.501949 1.000084 -0.009 0.001 -0.020
H 0.651244 -3.341682 2.313833 0.045 0.060 0.128
H 0.974345 -2.792293 0.667115 0.078 0.037 0.025

Entry 3:
51
Properties=species:S:1:pos:R:3:forces:R:3 method="wB97M-V/def2-TZVPD" relative_energy_kj_mol=0.0 e_homo_ev=-7.4 smiles="Cc1cc(C)c2nc(N3CCC(C(=O)NCc4ccccn4)CC3)sc2c1" fmax_ha_per_bohr=0.019
C -3.820545 6.568868 -0.729525 0.018 0.000 -0.052
C -2.759790 5.541106 -0.989636 -0.009 -0.020 0.127
C -2.328729 5.307800 -2.297153 0.057 -0.067 0.095
C -1.353283 4.379533 -2.608382 0.049 -0.040 0.025
C -0.898503 4.128042 -4.011139 -0.009 -0.010 0.068
C -0.785459 3.655130 -1.557283 -0.559 0.434 0.704
N 0.190718 2.707464 -1.685939 0.403 -0.429 -0.672
C 0.532545 2.203393 -0.556515 -0.410 0.558 0.642
N 1.525086 1.313149 -0.387670 0.346 -0.200 0.046
C 2.067854 0.641762 -1.551136 0.010 -0.147 -0.383
C 1.455493 -0.749531 -1.708152 0.185 0.032 0.152
C 1.655962 -1.565588 -0.431021 -0.496 0.035 -0.193
C 0.949661 -2.914899 -0.526584 0.605 0.209 0.030
O 0.012375 -3.132956 -1.264073 -0.369 0.055 -0.222
N 1.476748 -3.853405 0.292239 0.132 -0.434 0.253
C 0.807714 -5.105100 0.545955 -0.027 -0.019 -0.324
C 0.625451 -5.331637 2.023784 -0.110 -0.099 0.073
C -0.169568 -6.370394 2.500234 0.087 0.094 0.099
C -0.288234 -6.540850 3.867731 0.053 0.057 -0.083
C 0.388222 -5.673210 4.713523 0.003 0.017 -0.060
C 1.155498 -4.673477 4.141317 -0.055 -0.092 0.407
N 1.274288 -4.505955 2.834650 0.142 0.111 -0.290
C 1.073331 -0.796629 0.762874 0.295 0.139 0.047
C 1.716146 0.590134 0.844693 -0.219 -0.193 0.222
S -0.350827 2.853650 0.861921 0.119 -0.095 -0.454
C -1.222177 3.889849 -0.240540 0.219 -0.164 -0.311
C -2.199163 4.821164 0.052770 -0.073 0.061 -0.045
H -3.483909 7.552158 -1.056935 -0.051 0.096 0.020
H -4.727882 6.327035 -1.281917 -0.098 0.046 0.010
H -4.061452 6.619922 0.329194 -0.061 0.049 0.059
H -2.778293 5.879510 -3.097375 -0.045 0.066 -0.120
H -1.168663 3.116975 -4.313247 0.033 -0.062 -0.098
H 0.185330 4.207000 -4.070467 0.068 -0.018 -0.094
H -1.351107 4.837032 -4.699774 -0.016 0.029 -0.066
H 3.152515 0.561561 -1.416773 -0.011 0.039 -0.048
H 1.855898 1.259469 -2.423162 0.129 -0.067 0.079
H 0.386683 -0.662347 -1.907817 -0.002 -0.017 -0.045
H 1.913561 -1.261986 -2.554684 -0.034 -0.006 -0.063
H 2.726001 -1.732352 -0.263611 -0.004 -0.019 0.027
H 2.129193 -3.585543 1.015484 -0.082 0.167 -0.105
H -0.158455 -5.077787 0.031586 0.148 -0.065 0.063
H 1.390046 -5.937119 0.125748 -0.160 0.045 0.034
H -0.681027 -7.021774 1.808573 -0.063 -0.068 -0.081
H -0.899406 -7.335514 4.270087 -0.047 -0.052 0.022
H 0.320519 -5.770926 5.785324 0.008 0.014 0.093
H 1.706108 -3.967975 4.750252 0.002 -0.008 0.139
H -0.004168 -0.685159 0.624564 -0.059 -0.012 0.023
H 1.244529 -1.339966 1.693863 -0.032 -0.029 0.049
H 2.795200 0.487293 1.009931 -0.065 0.041 0.086
H 1.292156 1.162247 1.671461 0.149 -0.038 0.008
H -2.514187 4.980831 1.072752 -0.092 0.076 0.104

Entry 4:
92
Properties=species:S:1:pos:R:3:forces:R:3 method="wB97M-V/def2-TZVPD" e_homo_ev="-3.9 / -4.1" multiplicity=2 total_charge=-1 fmax_ha_per_bohr=0.099
Ti 0.076087 0.762753 -1.411982 -0.577 -0.853 0.550
C 1.698381 2.574272 -3.740970 0.328 0.528 -1.192
O 1.649713 1.419395 -2.938364 0.232 -0.177 0.263
C 2.834117 0.649621 -2.921156 0.206 -1.845 -0.271
C 2.588762 -0.638638 -2.037538 -0.077 1.541 -0.169
O 2.056431 -0.120542 -0.774945 0.085 0.789 -2.354
C 1.895873 -1.075650 0.198302 0.312 -1.827 2.927
C 3.173853 -1.124919 1.036395 0.864 -1.393 -1.275
O 4.243115 -1.436248 0.099744 -0.707 -0.091 0.519
C 5.507566 -1.145022 0.579401 0.667 -2.108 -0.901
H 1.809119 2.335201 -4.810508 0.259 -0.369 0.285
H 2.491432 3.290638 -3.472327 -0.122 -0.389 0.331
H 0.743572 3.061296 -3.716468 -0.456 0.194 0.469
H 3.651631 1.251731 -2.510066 -0.054 -0.120 0.217
H 3.165573 0.322049 -3.956810 -0.649 0.380 0.920
H 3.523201 -1.159958 -1.900567 0.347 0.145 0.274
H 1.890704 -1.397338 -2.406306 -0.271 0.478 -0.429
H 1.601200 -2.079098 -0.196654 0.457 0.856 0.119
H 1.124288 -0.778975 0.928991 0.271 0.044 -0.892
H 3.228520 -1.881956 1.825714 -0.628 -0.162 -0.055
H 3.370581 -0.190804 1.515568 0.044 1.040 0.111
H 5.885969 -1.812055 1.359578 -0.432 0.212 0.556
H 5.619425 -0.140297 0.761594 0.128 2.534 1.261
H 6.215199 -1.307551 -0.214409 0.243 -0.321 -0.780
C -2.443594 3.666857 -0.551425 -0.383 -1.228 -0.605
Si -1.660631 2.925783 1.031464 -1.033 -0.276 -1.081
C -2.742652 1.524784 1.759030 0.675 0.711 -0.327
C -1.795020 4.251147 2.268672 -2.020 1.421 0.064
As 0.468317 2.379376 0.639149 1.397 0.007 0.050
Si 1.498637 4.457092 0.200167 -0.063 -0.602 0.697
C 3.333217 4.090203 -0.115418 -0.134 0.669 1.049
C 0.781574 5.259332 -1.312442 -0.426 -0.066 -0.135
C 1.363170 5.669586 1.688649 0.776 -0.397 -1.110
H -2.438962 2.922625 -1.356326 0.349 -0.230 0.179
H -1.888815 4.483698 -1.005703 -0.005 0.294 0.371
H -3.511550 3.874234 -0.556895 -0.228 0.563 0.579
H -3.593048 2.087524 2.116042 -0.385 0.006 0.604
H -2.246388 0.932699 2.537440 -0.290 0.330 -0.083
H -3.128532 0.870984 1.008980 -0.085 -0.640 -0.587
H -2.794822 4.133791 2.741132 0.539 0.007 0.086
H -1.886234 5.247260 1.783021 0.571 -0.450 0.359
H -1.035489 4.190477 3.003886 0.722 0.277 0.834
H 3.695541 5.064774 -0.476426 0.451 -0.292 0.141
H 3.605814 3.311387 -0.808607 -0.204 -0.263 -0.406
H 3.794054 3.822937 0.862532 -0.107 0.352 -0.600
H 1.300559 6.047110 -1.847669 0.430 0.040 -0.023
H -0.189336 5.667506 -1.042114 -0.206 0.000 -0.020
H 0.600683 4.398009 -1.956509 -0.123 0.247 -0.335
H 1.777598 5.195968 2.566982 0.000 -0.026 0.389
H 0.335561 5.909928 1.825712 -0.926 -0.039 0.340
H 1.848750 6.629651 1.516039 0.367 -0.002 -0.094
O -0.348002 -0.251250 -3.741076 0.226 -1.027 0.614
Cl -1.294260 0.787080 -3.995257 -0.037 2.566 -1.647
O -0.902946 1.476033 -5.226538 -0.247 -0.359 1.569
O -2.641254 0.391303 -4.092327 -0.479 -0.845 0.103
O -1.211265 1.731384 -2.805694 0.384 -0.425 -0.834
C -0.982005 -0.539885 -0.424653 0.631 0.399 -1.018
Ge -1.407770 -2.168757 0.374614 -0.233 -1.542 0.726
C -0.170732 -3.597226 -0.460067 -1.181 1.221 -1.211
C -0.034137 -3.564048 -1.847788 -0.020 0.687 -1.048
C 0.746829 -4.464682 -2.580128 0.045 0.325 0.664
C 1.515327 -5.432946 -1.888850 -1.026 0.910 -0.319
C 1.393848 -5.487217 -0.532821 -0.717 0.374 1.408
C 0.541975 -4.582792 0.118580 0.365 -1.255 1.029
C -1.056538 -2.032183 2.349238 -0.046 0.381 0.269
C -1.482355 -2.898674 3.424472 1.419 2.300 -0.679
C -1.265799 -2.407993 4.730325 -0.617 -1.698 0.141
C -0.554201 -1.252993 4.986090 0.402 -0.452 2.817
C -0.079032 -0.509261 3.965661 -0.494 0.406 -1.579
C -0.428809 -0.794414 2.632615 -0.809 -3.378 3.705
C -3.271679 -3.028689 0.433664 -0.408 0.135 -0.504
C -4.450129 -2.385892 0.904096 -0.210 1.604 0.444
C -5.723234 -2.956027 0.878644 2.164 -0.879 -1.898
C -5.818907 -4.213955 0.239911 -1.858 -0.356 1.699
C -4.738538 -4.977278 -0.097122 2.866 0.404 -1.024
C -3.452599 -4.318803 -0.064657 -0.829 -0.547 0.436
H -1.852119 0.080118 -0.638257 -0.638 0.353 -0.135
H -0.526910 -2.735872 -2.373824 0.046 -0.420 -0.071
H 0.724519 -4.325503 -3.657781 0.331 -0.367 0.089
H 2.125472 -6.169223 -2.323369 0.682 -0.619 -1.090
H 1.850638 -6.240226 0.115794 0.152 0.140 -0.566
H 0.339956 -4.722464 1.141885 0.301 -0.303 1.492
H -1.862303 -3.869525 3.142227 -0.394 -0.042 0.459
H -1.578154 -2.944557 5.638779 -0.084 -0.164 -0.686
H -0.296391 -1.004804 6.099960 -0.582 -0.336 -2.257
H 0.482838 0.343705 4.194278 0.776 1.318 0.085
H -0.241389 -0.106773 1.916783 0.625 1.952 -2.328
H -4.452288 -1.315223 1.248866 0.548 -1.118 -0.192
H -6.598015 -2.384238 1.096019 -0.366 0.168 0.374
H -6.825503 -4.628391 0.252187 0.093 -0.231 -0.420
H -4.676839 -6.013522 -0.529555 -0.859 1.173 0.579
H -2.590010 -4.876967 -0.420506 -0.052 0.050 -0.013